{
  "formula": "C5H8NO3S",
  "method": "ωB97M-V/def2-TZVPD",
  "species": ["C", "C", "C", "C", "C", "N", "O", "O", "O", "S", "H", "H", "H", "H", "H", "H", "H", "H"],
  "positions_angstrom": [[1.4027, -1.6099, 0.2173], [2.4331, 1.1165, -0.3825], [-2.4238, 1.3545, 0.3533], [-1.8442, 0.1419, -0.3575], [0.4011, -0.8963, -0.4567], [-0.3951, 0.1464, 0.0918], [2.3179, -2.4569, -0.4561], [1.5010, -1.4962, 1.4940], [3.4000, 0.5089, -0.6595], [1.3404, 2.0750, 0.1717], [-2.2450, 1.1385, 1.4855], [-1.7925, 2.1898, 0.0755], [-3.3957, 1.4962, 0.1398], [-1.6367, 0.2158, -1.4216], [-2.3731, -0.7298, 0.0801], [0.5441, -0.8745, -1.5708], [-0.2965, 0.1129, 1.1022], [3.0623, -2.4328, 0.0937]],
  "charge": -1,
  "orbital_gap_ev": 5.3,
  "homo_ev": -2.0,
  "lumo_ev": 3.24,
  "de_lowest_kj_mol": 82.8,
  "total_energy_ev": -23782.089,
  "spin_multiplicity": 1
}

---

{
  "formula": "C24H19F7NO19P",
  "method": "ωB97M-V/def2-TZVPD",
  "species": ["C", "O", "C", "O", "P", "O", "O", "C", "O", "N", "O", "O", "C", "F", "F", "C", "F", "F", "C", "F", "F", "F", "H", "H", "H", "H", "H", "H", "H", "O", "C", "C", "C", "O", "C", "O", "C", "C", "O", "H", "H", "H", "H", "O", "C", "C", "C", "O", "C", "O", "C", "C", "O", "H", "H", "H", "H", "O", "C", "C", "C", "O", "C", "O", "C", "C", "O", "H", "H", "H", "H"],
  "positions_angstrom": [[3.6954, -1.8972, -1.3608], [3.8337, -0.5235, -1.8759], [2.8337, -0.2734, -2.9667], [1.5769, 0.1044, -2.3015], [0.8236, 1.4906, -3.0387], [0.9697, 1.2903, -4.6317], [1.5598, 3.0224, -2.6580], [2.6885, 2.8874, -1.7238], [3.0734, 4.1738, -1.0822], [2.9455, 3.9213, 0.2470], [1.7668, 4.2156, 0.4767], [-0.8835, 1.6452, -2.7274], [-1.1785, 1.8125, -1.2951], [0.0062, 1.8057, -0.4057], [-1.8602, 3.1386, -1.0634], [-2.1851, 0.5387, -0.8924], [-2.9602, 1.0155, 0.2901], [-1.3102, -0.5743, -0.3925], [-3.1800, 0.0922, -2.1168], [-4.2884, -0.7200, -1.4893], [-2.5463, -0.8087, -3.1282], [-3.8849, 1.2658, -2.7545], [3.7325, -1.9757, -0.1795], [4.6582, -2.4893, -1.7443], [2.6942, -2.3772, -1.7358], [2.7172, -1.2659, -3.6112], [3.2991, 0.6192, -3.6084], [3.6200, 2.5296, -2.3777], [2.5246, 2.0848, -0.8866], [10.4594, 1.9741, -0.3454], [9.2383, 2.0570, -0.4156], [8.5169, 3.3022, -0.1094], [7.1854, 3.3542, -0.1794], [6.5013, 4.5220, 0.1043], [6.3840, 2.1602, -0.5645], [5.1604, 2.2337, -0.6022], [7.1063, 0.9218, -0.8941], [8.4381, 0.8706, -0.8275], [9.1241, -0.2892, -1.1383], [9.1118, 4.1619, 0.1713], [5.5514, 4.3036, -0.0160], [6.5121, 0.0663, -1.1898], [10.0735, -0.0724, -1.0122], [-7.5123, 0.1890, 1.6944], [-6.7980, 0.6446, 2.5805], [-5.5230, 1.3196, 2.2920], [-4.7607, 1.7897, 3.2813], [-3.5626, 2.4275, 3.0171], [-5.1679, 1.6466, 4.7061], [-4.4373, 2.0725, 5.5944], [-6.4541, 0.9933, 4.9936], [-7.2181, 0.5262, 4.0043], [-8.4296, -0.0867, 4.2667], [-5.2382, 1.4147, 1.2520], [-3.1986, 2.6732, 3.8956], [-6.7461, 0.9120, 6.0331], [-8.7906, -0.3376, 3.3887], [-0.9428, -5.1734, 0.6598], [-2.1639, -5.0905, 0.5896], [-2.8852, -3.8453, 0.8957], [-4.2168, -3.7933, 0.8257], [-4.9009, -2.6255, 1.1095], [-5.0181, -4.9873, 0.4406], [-6.2418, -4.9138, 0.4029], [-4.2959, -6.2257, 0.1111], [-2.9641, -6.2769, 0.1777], [-2.2781, -7.4366, -0.1332], [-2.2904, -2.9855, 1.1765], [-5.8508, -2.8439, 0.9892], [-4.8901, -7.0812, -0.1847], [-1.3287, -7.2199, -0.0070]],
  "charge": 0,
  "orbital_gap_ev": 8.0,
  "homo_ev": -9.9,
  "lumo_ev": -1.88,
  "total_energy_ev": -93888.809,
  "smiles": "COCO[P@](=O)(OCON=O)OC(F)(F)C(F)(F)C(F)(F)F.O=C1C=C(O)C(=O)C=C1O.O=C1C=C(O)C(=O)C=C1O.O=C1C=C(O)C(=O)C=C1O",
  "spin_multiplicity": 1
}

---

{
  "formula": "C32H88N8O8",
  "method": "ωB97M-V/def2-TZVPD",
  "species": ["C", "O", "C", "C", "C", "N", "H", "H", "H", "H", "H", "H", "H", "H", "H", "H", "H", "C", "O", "C", "C", "C", "N", "H", "H", "H", "H", "H", "H", "H", "H", "H", "H", "H", "C", "O", "C", "C", "C", "N", "H", "H", "H", "H", "H", "H", "H", "H", "H", "H", "H", "C", "O", "C", "C", "C", "N", "H", "H", "H", "H", "H", "H", "H", "H", "H", "H", "H", "C", "O", "C", "C", "C", "N", "H", "H", "H", "H", "H", "H", "H", "H", "H", "H", "H", "C", "O", "C", "C", "C", "N", "H", "H", "H", "H", "H", "H", "H", "H", "H", "H", "H", "C", "O", "C", "C", "C", "N", "H", "H", "H", "H", "H", "H", "H", "H", "H", "H", "H", "C", "O", "C", "C", "C", "N", "H", "H", "H", "H", "H", "H", "H", "H", "H", "H", "H"],
  "positions_angstrom": [[6.5828, -0.4289, 15.9074], [7.3214, -0.1581, 17.0746], [7.2340, 1.1769, 17.6043], [7.4937, 2.3817, 16.5901], [8.9202, 2.3131, 16.1122], [7.2832, 3.7254, 17.1867], [6.4679, -1.5006, 15.7448], [7.0762, 0.0707, 15.0738], [5.5724, -0.0238, 15.9644], [6.2521, 1.3552, 18.0426], [7.9800, 1.2232, 18.3977], [6.8256, 2.2583, 15.7378], [9.2117, 3.1910, 15.5355], [9.0777, 1.5275, 15.3732], [9.6716, 2.2659, 16.9004], [7.8585, 3.8521, 18.0072], [7.6708, 4.4213, 16.5657], [13.7667, 6.5582, 11.3409], [12.8172, 7.5937, 11.1392], [13.4299, 8.8593, 11.0432], [12.2394, 9.8071, 10.7229], [11.5888, 9.6068, 9.3016], [12.6027, 11.2540, 10.8078], [14.5967, 6.7662, 10.6656], [13.2169, 5.6916, 10.9737], [14.0363, 6.4350, 12.3898], [13.9245, 9.2412, 11.9363], [14.1559, 8.8648, 10.2302], [11.4394, 9.6752, 11.4513], [11.3030, 8.5560, 9.2540], [12.3850, 9.6896, 8.5619], [10.7105, 10.2072, 9.0642], [13.2210, 11.3771, 11.5969], [13.3289, 11.4382, 10.1304], [8.7925, 13.9228, 20.5109], [9.0917, 14.0844, 19.1195], [10.4883, 14.1981, 18.8468], [10.8247, 14.6502, 17.4320], [10.4387, 13.6331, 16.3894], [12.2016, 15.0239, 17.2621], [9.4788, 13.2349, 21.0048], [7.7610, 13.5715, 20.5384], [8.9110, 14.8868, 21.0056], [10.8986, 14.8185, 19.6436], [10.8884, 13.1990, 19.0191], [10.2424, 15.5666, 17.3361], [10.9562, 12.7075, 16.6416], [10.6124, 13.9173, 15.3516], [9.3591, 13.4968, 16.4536], [12.4412, 15.7894, 17.8758], [12.4312, 15.2571, 16.3065], [5.6420, 10.7696, 12.3035], [7.1007, 10.9530, 12.3742], [7.5510, 12.0073, 11.5352], [9.0854, 12.0418, 11.7182], [9.5429, 12.4677, 13.1657], [9.7347, 12.9346, 10.7796], [5.1963, 10.1488, 13.0807], [5.3368, 10.3936, 11.3269], [5.1477, 11.7361, 12.4013], [7.3028, 11.7111, 10.5160], [7.1095, 12.9716, 11.7868], [9.5296, 11.0629, 11.5378], [9.4034, 11.6927, 13.9194], [8.9479, 13.3358, 13.4494], [10.5992, 12.7365, 13.1657], [9.2323, 13.0654, 9.9132], [10.6898, 12.6643, 10.5934], [14.5924, 15.9581, 15.1838], [14.2585, 14.5986, 15.1099], [15.4057, 13.8503, 14.7639], [14.9309, 12.4906, 14.1687], [16.0423, 11.4876, 13.9906], [14.2962, 12.6242, 12.9089], [14.5952, 16.4780, 14.2258], [15.5940, 16.2038, 15.5368], [13.9468, 16.4777, 15.8918], [16.0114, 14.3854, 14.0326], [15.9668, 13.6728, 15.6814], [14.2090, 12.0635, 14.8648], [16.3355, 11.0573, 14.9482], [16.9326, 11.8532, 13.4788], [15.6936, 10.6436, 13.3954], [14.6452, 13.4915, 12.5268], [13.3220, 12.8269, 13.0816], [10.1775, 9.9996, 19.2215], [9.0436, 9.5252, 18.4844], [9.0876, 8.1999, 17.9259], [7.8745, 7.7952, 17.0763], [6.7446, 7.2578, 17.9269], [8.2829, 6.6900, 16.1808], [10.1441, 11.0519, 19.5039], [11.1332, 9.9363, 18.7013], [10.1797, 9.4101, 20.1383], [9.9859, 8.0926, 17.3179], [9.2127, 7.4943, 18.7472], [7.5211, 8.6438, 16.4906], [5.9451, 6.7853, 17.3563], [6.1813, 7.9507, 18.5520], [7.1817, 6.4993, 18.5761], [7.7925, 6.7734, 15.3017], [9.2383, 6.5886, 15.8695], [11.0892, 6.2586, 13.7840], [10.6937, 7.2234, 14.7500], [10.6595, 8.5314, 14.2552], [12.1101, 9.1504, 14.3624], [12.6564, 9.1910, 15.7688], [12.1406, 10.5040, 13.8335], [10.4494, 6.3305, 12.9045], [10.8461, 5.2758, 14.1880], [12.1534, 6.1430, 13.5782], [10.2871, 8.5735, 13.2316], [9.9374, 9.0908, 14.8500], [12.7292, 8.4567, 13.7936], [12.3311, 10.0661, 16.3314], [13.7451, 9.2263, 15.7316], [12.4118, 8.2710, 16.2996], [13.0785, 10.7746, 13.5744], [11.5614, 10.4982, 13.0061], [10.1329, 4.6513, 9.6861], [9.5610, 3.3760, 10.1123], [8.1890, 3.3368, 10.4136], [7.3509, 3.5778, 9.1154], [5.8538, 3.3601, 9.4556], [7.6388, 2.6378, 8.1220], [9.7304, 4.9279, 8.7116], [11.1729, 4.4307, 9.4459], [10.1292, 5.4995, 10.3708], [7.9576, 2.3444, 10.8005], [7.9509, 3.9924, 11.2512], [7.4630, 4.6165, 8.8045], [5.5230, 2.3247, 9.5375], [5.2338, 3.8824, 8.7270], [5.5674, 3.7032, 10.4498], [8.6342, 2.7690, 8.0128], [7.6066, 1.6966, 8.4869]],
  "charge": 0,
  "orbital_gap_ev": 9.0,
  "homo_ev": -8.6,
  "lumo_ev": 0.43,
  "de_lowest_kj_mol": 334.9,
  "total_energy_ev": -62905.296,
  "smiles": "COC[C@H](C)N.COC[C@H](C)N.COC[C@H](C)N.COC[C@H](C)N.COC[C@H](C)N.COC[C@H](C)N.COC[C@H](C)N.COC[C@H](C)N",
  "spin_multiplicity": 1
}